1.
This record from OMol25 describes C18H40Al2BeBrClF6InN3NaO8P as an isolated structure in a non-equilibrium geometry. The level of theory is ωB97M-V/def2-TZVPD.

* multiplicity: 1
* gap between HOMO and LUMO: 1.01 eV
* HOMO: -6.967 eV
* LUMO: -0.2188 Ha
* net charge: 0
* molecular weight: 887.6 g mol⁻¹

Atoms and positions in Å:
C1 0.934 -3.197 -2.675
C2 1.076 -1.818 -3.014
C3 0.953 -0.184 -3.353
C4 -0.022 -0.076 -4.666
C5 -0.746 1.378 -4.881
In1 -0.006 3.040 -3.534
C6 -0.589 2.667 -1.331
O1 -2.037 2.413 -1.173
C7 -2.375 0.999 -1.402
O2 -3.792 0.685 -1.042
C8 -4.612 0.520 -2.257
C9 -4.314 -0.924 -3.043
O3 -5.473 -1.852 -2.981
H1 0.790 -4.191 -2.050
H2 0.529 0.304 -2.376
H3 2.065 0.185 -3.581
H4 0.571 -0.406 -5.623
H5 -0.885 -0.885 -4.505
H6 -0.515 1.721 -5.998
H7 -1.917 1.211 -4.846
H8 -0.958 4.532 -4.004
H9 1.743 3.445 -3.723
H10 0.083 1.832 -0.827
H11 -0.341 3.670 -0.736
H12 -1.706 0.311 -0.700
H13 -2.151 0.770 -2.546
H14 -4.430 1.390 -3.019
H15 -5.768 0.531 -2.001
H16 -3.996 -0.676 -4.164
H17 -3.410 -1.455 -2.501
H18 -5.037 -2.773 -3.041
Be1 3.332 3.452 -4.128
C10 -5.053 -0.672 2.189
C11 -5.163 -1.920 1.381
O4 -6.263 -2.589 1.955
C12 -7.062 -1.600 2.447
O5 -8.227 -1.760 2.770
O6 -6.400 -0.406 2.527
F1 -4.066 -2.694 1.536
H19 -4.470 -0.812 3.106
H20 -4.621 0.155 1.621
H21 -5.352 -1.749 0.316
O7 2.340 2.427 1.824
P1 2.909 1.296 2.715
N1 3.731 0.612 1.368
C13 3.883 -0.788 1.001
C14 4.874 1.393 0.888
N2 1.360 0.528 2.844
C15 1.055 -0.832 2.428
C16 0.168 1.352 2.592
N3 3.562 -0.005 3.739
C17 2.960 0.032 5.100
C18 5.016 0.090 3.992
H22 4.508 -1.357 1.692
H23 4.338 -0.896 0.008
H24 2.931 -1.302 0.901
H25 5.699 1.386 1.603
H26 4.592 2.437 0.729
H27 5.259 1.036 -0.073
H28 0.920 -0.900 1.344
H29 0.124 -1.179 2.893
H30 1.810 -1.552 2.753
H31 0.017 1.515 1.519
H32 0.248 2.324 3.092
H33 -0.739 0.884 2.993
H34 3.156 0.992 5.587
H35 3.365 -0.771 5.730
H36 1.880 -0.123 5.094
H37 5.294 1.092 4.341
H38 5.611 -0.142 3.109
H39 5.336 -0.641 4.742
O8 -7.642 -5.531 1.056
H40 -7.413 -4.620 1.088
Na1 -3.027 -1.418 4.302
F2 2.373 2.198 6.195
Al1 -3.627 3.090 -0.061
Cl1 3.873 -2.227 5.979
F3 7.931 -0.117 -3.639
Al2 6.573 -1.113 -3.002
F4 5.042 -0.638 -3.824
F5 6.410 -0.842 -1.229
F6 6.907 -2.855 -3.315
Br1 -3.927 2.593 -4.224

Let us look at the Mulliken charges, expressed in e, one per atom: -0.60 -0.33 0.52 -0.39 -0.55 0.99 -0.59 -0.33 -0.01 -0.19 -0.13 -0.09 -0.56 0.32 -0.18 0.20 0.32 0.17 0.38 -0.10 -0.23 -0.05 -0.07 0.29 0.16 0.06 0.01 0.29 0.21 0.21 0.36 0.31 0.58 0.40 -0.27 0.51 -0.48 -0.36 -0.28 -0.40 -0.09 0.35 -0.83 0.87 0.15 -0.52 -0.90 0.43 -1.08 -0.75 -0.09 -0.95 -1.04 0.28 0.27 0.11 0.26 0.30 0.33 0.33 0.10 0.45 0.26 0.34 0.04 0.84 0.34 0.34 0.36 0.32 0.37 -0.66 0.28 0.96 -0.61 0.57 -0.25 -0.46 0.79 -0.43 -0.42 -0.46 -0.61



2.
This record from OMol25 describes the molecule C20H31NO2. The level of theory is ωB97M-V/def2-TZVPD.

* SMILES: C=CCc1ccc(OCCCCN2CCC(C)CC2)c(OC)c1
* multiplicity: 1
* gap between HOMO and LUMO: 8.72 eV
* HOMO: -7.819 eV
* LUMO: 0.0330 Ha
* net charge: 0
* molecular weight: 317.5 g mol⁻¹

Atoms and positions in Å:
C1 -7.374 -2.709 0.521
C2 -6.886 -1.592 0.019
C3 -5.781 -1.526 -0.994
C4 -4.611 -0.776 -0.412
C5 -3.628 -1.437 0.298
C6 -2.572 -0.739 0.867
C7 -2.483 0.636 0.742
O1 -1.516 1.431 1.280
C8 -0.367 0.842 1.850
C9 0.594 0.274 0.805
C10 1.075 1.355 -0.157
C11 2.060 0.787 -1.180
N1 3.208 0.167 -0.541
C12 3.861 -0.811 -1.391
C13 4.918 -1.573 -0.598
C14 5.969 -0.614 -0.043
C15 7.007 -1.351 0.797
C16 5.246 0.455 0.774
C17 4.176 1.139 -0.070
C18 -3.487 1.320 0.021
O2 -3.327 2.673 -0.064
C19 -4.305 3.420 -0.738
C20 -4.532 0.609 -0.540
H1 -8.160 -2.710 1.257
H2 -7.011 -3.676 0.212
H3 -7.262 -0.632 0.349
H4 -6.143 -1.007 -1.885
H5 -5.479 -2.535 -1.275
H6 -3.676 -2.509 0.413
H7 -1.823 -1.290 1.414
H8 -0.644 0.073 2.583
H9 0.115 1.666 2.385
H10 0.095 -0.513 0.236
H11 1.455 -0.164 1.311
H12 0.220 1.779 -0.687
H13 1.541 2.162 0.410
H14 1.544 0.017 -1.760
H15 2.366 1.584 -1.881
H16 3.104 -1.511 -1.755
H17 4.335 -0.333 -2.270
H18 4.430 -2.090 0.230
H19 5.386 -2.321 -1.242
H20 6.478 -0.128 -0.884
H21 7.517 -2.105 0.201
H22 6.531 -1.846 1.641
H23 7.751 -0.656 1.182
H24 4.769 -0.014 1.636
H25 5.955 1.201 1.137
H26 3.658 1.884 0.537
H27 4.656 1.666 -0.918
H28 -4.374 3.138 -1.795
H29 -3.985 4.458 -0.666
H30 -5.290 3.313 -0.270
H31 -5.303 1.122 -1.094

Let us look at the Mulliken charges, expressed in e, one per atom: -0.80 0.08 -1.21 0.10 -1.13 -0.57 0.94 -0.43 -1.05 -0.03 -0.58 -1.21 0.61 -0.88 -0.85 0.60 -1.71 -0.96 -0.75 0.83 -0.41 -0.96 -0.25 0.26 0.25 0.29 0.36 0.40 0.36 0.32 0.35 0.47 0.23 0.34 0.30 0.24 0.45 0.36 0.45 0.37 0.26 0.39 0.20 0.41 0.36 0.41 0.27 0.40 0.34 0.36 0.37 0.23 0.38 0.41



3.
This record from OMol25 describes C17H10ClKNO4 as an isolated structure. The level of theory is ωB97M-V/def2-TZVPD.

* multiplicity: 1
* gap between HOMO and LUMO: 7.41 eV
* HOMO: -4.881 eV
* LUMO: 0.0929 Ha
* net charge: -1
* molecular weight: 366.8 g mol⁻¹

Atoms and positions in Å:
K1 1.692 -1.393 0.000
O1 5.559 1.124 0.000
C1 4.399 0.689 0.000
O2 3.982 -0.491 0.000
C2 3.296 1.786 0.000
C3 3.694 3.153 0.000
C4 2.745 4.124 0.000
C5 1.374 3.762 0.000
C6 0.318 4.706 0.000
C7 -0.982 4.289 0.000
C8 -1.286 2.908 0.000
C9 -0.288 1.976 0.000
C10 1.070 2.390 0.000
N1 2.037 1.426 0.000
H1 4.754 3.358 0.000
H2 3.016 5.175 0.000
H3 0.561 5.763 0.000
H4 -1.785 5.016 0.000
H5 -2.320 2.586 -0.001
H6 -0.512 0.914 0.000
Cl1 -4.927 -5.833 0.000
C11 -3.675 -4.604 0.000
C12 -4.042 -3.247 0.000
C13 -3.087 -2.273 0.001
C14 -1.672 -2.564 0.000
O3 -0.824 -1.636 0.000
C15 -1.339 -3.970 0.000
C16 0.010 -4.494 0.000
O4 1.070 -3.884 0.000
C17 -2.355 -4.947 0.000
H7 -5.093 -2.986 0.001
H8 -3.363 -1.226 0.001
H9 0.043 -5.604 -0.001
H10 -2.071 -5.994 0.000

Let us look at the Mulliken charges, expressed in e, one per atom: 0.94 -0.74 0.24 -0.67 0.29 -0.49 -0.75 1.32 -0.78 -0.43 -0.60 -0.25 -0.47 -0.17 0.49 0.37 0.34 0.36 0.41 0.66 -0.27 0.15 -0.43 -0.54 -0.05 -0.55 0.88 -0.33 -0.58 -0.65 0.38 0.40 0.26 0.28